[1]
Molecular formula: C42H44Cl2N3PtSb2Si
Method: DFT, wB97M-V/def2-TZVPD

Atoms and positions in Å:
1 Pt 0.15 -0.92 -0.81
2 C -2.51 -0.71 -3.78
3 C -2.56 -1.80 -2.75
4 C -3.56 -2.77 -2.79
5 C -3.48 -3.86 -1.92
6 C -2.41 -3.98 -1.08
7 C -1.41 -2.98 -1.10
8 N -1.56 -1.88 -1.88
9 N -0.26 -3.02 -0.41
10 Si 0.68 -4.43 -0.16
11 C 2.54 -3.99 -0.12
12 C 0.48 -5.67 -1.62
13 C 0.23 -5.41 1.43
14 H -2.00 -1.10 -4.66
15 H -1.95 0.14 -3.42
16 H -3.51 -0.40 -4.06
17 H -4.35 -2.68 -3.52
18 H -4.26 -4.61 -1.93
19 H -2.30 -4.81 -0.40
20 H 2.75 -3.14 -0.76
21 H 3.14 -4.82 -0.47
22 H 2.87 -3.74 0.88
23 H 0.57 -5.16 -2.58
24 H -0.49 -6.16 -1.61
25 H 1.24 -6.44 -1.58
26 H 0.48 -4.85 2.32
27 H 0.76 -6.36 1.47
28 H -0.84 -5.63 1.47
29 C -0.88 -0.40 2.56
30 C -0.28 -1.80 2.46
31 C 1.21 -1.79 2.60
32 Sb 2.06 -0.39 0.88
33 C 3.01 1.37 -0.23
34 C 3.54 1.14 -1.49
35 C 4.03 2.18 -2.25
36 C 4.01 3.47 -1.75
37 C 3.47 3.71 -0.50
38 C 2.97 2.66 0.25
39 C 2.71 0.79 2.66
40 C 2.00 1.31 3.72
41 C 2.64 1.79 4.85
42 C 4.02 1.72 4.94
43 C 4.75 1.22 3.88
44 C 4.09 0.77 2.75
45 Sb -2.75 -0.21 1.47
46 C -3.34 1.47 2.75
47 C -2.41 2.36 3.29
48 C -2.82 3.49 3.97
49 C -4.17 3.71 4.19
50 C -5.10 2.81 3.71
51 C -4.68 1.71 2.98
52 C -2.24 1.28 -0.03
53 C -1.41 2.34 0.28
54 C -1.44 3.50 -0.48
55 C -2.24 3.56 -1.62
56 C -2.99 2.46 -1.98
57 C -3.03 1.34 -1.17
58 H -0.20 0.30 2.09
59 H -1.04 -0.12 3.60
60 H -0.51 -2.23 1.48
61 H -0.75 -2.45 3.21
62 H 1.62 -2.79 2.52
63 H 1.54 -1.34 3.54
64 H 3.58 0.12 -1.86
65 H 4.44 1.99 -3.23
66 H 4.40 4.29 -2.34
67 H 3.44 4.72 -0.11
68 H 2.55 2.86 1.23
69 H 0.92 1.37 3.68
70 H 2.07 2.20 5.67
71 H 4.52 2.08 5.83
72 H 5.83 1.17 3.93
73 H 4.66 0.40 1.91
74 H -1.36 2.18 3.16
75 H -2.09 4.19 4.34
76 H -4.48 4.60 4.72
77 H -6.15 2.96 3.92
78 H -5.42 1.03 2.58
79 H -0.74 2.29 1.12
80 H -0.84 4.34 -0.19
81 H -2.24 4.46 -2.22
82 H -3.58 2.49 -2.90
83 H -3.67 0.51 -1.44
84 Cl 0.74 3.55 -2.60
85 C 0.73 2.12 -3.55
86 C 0.72 2.24 -4.92
87 C 0.82 1.12 -5.73
88 C 1.04 -0.12 -5.13
89 C 1.02 -0.24 -3.76
90 Cl 1.43 -1.79 -3.09
91 C 0.72 0.85 -2.86
92 N 0.47 0.80 -1.59
93 H 0.64 3.23 -5.35
94 H 0.79 1.21 -6.80
95 H 1.22 -0.99 -5.74

Computed properties:
HOMO (spin up / spin down) in eV: -2.85 / -2.84
Frontier orbital gap (spin up / spin down) in eV: 3.395 / 3.370
Electronic energy in Ha: -3600.70665
LUMO (spin up / spin down) in hartree: 0.0200 / 0.0196
Maximum force in eV/A: 1.63
Net charge: -1

***

[2]
Molecular formula: C42H44GeHgN4Si
Method: DFT, wB97M-V/def2-TZVPD

Atoms and positions in Å:
1 Hg -1.55 0.11 -0.86
2 C -2.40 1.07 1.15
3 Si -1.00 1.71 2.24
4 C 0.17 2.80 1.14
5 N 0.43 2.22 -0.17
6 C 0.42 3.19 -1.26
7 C 1.66 4.09 -1.28
8 C 2.92 3.22 -1.38
9 C 2.93 2.21 -0.24
10 C 1.63 1.40 -0.23
11 C -1.73 2.84 3.59
12 C -2.28 4.08 3.28
13 C -2.73 4.92 4.27
14 C -2.65 4.54 5.60
15 C -2.15 3.29 5.92
16 C -1.70 2.45 4.92
17 C -0.11 0.30 3.14
18 C -0.89 -0.69 3.73
19 C -0.32 -1.67 4.53
20 C 1.05 -1.67 4.75
21 C 1.84 -0.70 4.16
22 C 1.27 0.27 3.36
23 H -3.01 1.88 0.74
24 H -3.04 0.34 1.63
25 H 1.10 3.01 1.68
26 H -0.33 3.76 1.00
27 H -0.49 3.80 -1.19
28 H 0.37 2.63 -2.20
29 H 1.69 4.69 -0.37
30 H 1.60 4.77 -2.13
31 H 3.81 3.85 -1.33
32 H 2.92 2.71 -2.34
33 H 3.05 2.72 0.71
34 H 3.77 1.52 -0.36
35 H 1.61 0.72 0.62
36 H 1.58 0.80 -1.14
37 H -2.36 4.39 2.24
38 H -3.15 5.89 4.02
39 H -2.98 5.20 6.38
40 H -2.11 2.97 6.95
41 H -1.31 1.47 5.19
42 H -1.95 -0.68 3.58
43 H -0.95 -2.42 4.99
44 H 1.49 -2.41 5.40
45 H 2.91 -0.69 4.32
46 H 1.89 1.04 2.92
47 C 2.09 -2.85 -1.65
48 C 0.81 -2.33 -1.51
49 N 0.32 -1.89 -0.36
50 C 1.08 -2.01 0.72
51 C 2.36 -2.55 0.71
52 C 2.88 -2.95 -0.52
53 C 3.16 -2.67 1.94
54 C 2.92 -3.53 2.93
55 C 1.85 -4.51 2.92
56 C 1.59 -5.30 4.04
57 C 0.54 -6.21 3.93
58 N -0.16 -6.34 2.82
59 C 0.18 -5.57 1.80
60 N 1.14 -4.67 1.80
61 H 2.45 -3.15 -2.61
62 H 0.15 -2.28 -2.37
63 H 0.63 -1.66 1.65
64 H 3.88 -3.35 -0.58
65 H 4.02 -2.01 2.01
66 H 3.56 -3.55 3.80
67 H 2.17 -5.21 4.95
68 H 0.25 -6.85 4.76
69 H -0.38 -5.68 0.88
70 Ge -0.99 0.26 -3.62
71 C -1.20 -1.63 -4.23
72 C -0.14 -2.24 -4.89
73 C -0.20 -3.58 -5.21
74 C -1.32 -4.32 -4.87
75 C -2.39 -3.72 -4.23
76 C -2.33 -2.37 -3.90
77 C -1.72 1.66 -4.83
78 C -3.05 1.74 -5.19
79 C -3.45 2.62 -6.19
80 C -2.51 3.43 -6.82
81 C -1.18 3.36 -6.45
82 C -0.79 2.49 -5.45
83 H 0.54 0.49 -3.70
84 H 0.74 -1.66 -5.13
85 H 0.63 -4.06 -5.70
86 H -1.36 -5.38 -5.09
87 H -3.26 -4.30 -3.97
88 H -3.15 -1.90 -3.38
89 H -3.79 1.12 -4.71
90 H -4.49 2.69 -6.48
91 H -2.82 4.11 -7.60
92 H -0.45 3.99 -6.94
93 H 0.26 2.42 -5.16

Computed properties:
HOMO (spin up / spin down) in eV: -10.65 / -10.57
Frontier orbital gap (spin up / spin down) in eV: 7.701 / 4.642
Electronic energy in Ha: -4365.43304
LUMO (spin up / spin down) in hartree: -0.1084 / -0.2177
2S+1: 2
Maximum force in eV/A: 1.01
Net charge: +1
<S²>: 0.79

***

[3]
Molecular formula: C42H44IrN3O6S2
Method: DFT, wB97M-V/def2-TZVPD

Atoms and positions in Å:
1 Ir -0.69 0.55 -0.59
2 C 2.39 2.47 0.56
3 O 1.03 2.05 0.79
4 C 0.35 2.96 1.65
5 C -1.00 2.36 1.92
6 O -1.66 2.12 0.66
7 C -2.35 3.31 0.18
8 H 2.88 2.63 1.52
9 H 2.42 3.39 -0.02
10 H 2.91 1.67 0.05
11 H 0.28 3.94 1.17
12 H 0.91 3.08 2.59
13 H -1.62 3.00 2.54
14 H -0.93 1.39 2.40
15 H -2.83 3.79 1.03
16 H -3.12 3.00 -0.52
17 H -1.65 4.00 -0.29
18 C -2.96 -2.37 -2.77
19 S -2.32 -1.95 -1.16
20 O -1.04 -1.11 -1.63
21 C -1.67 -3.48 -0.60
22 C -0.56 -4.07 -1.20
23 C -0.13 -5.30 -0.72
24 C -0.82 -5.92 0.33
25 C -1.93 -5.32 0.90
26 C -2.36 -4.08 0.44
27 H -2.17 -2.79 -3.38
28 H -3.37 -1.45 -3.20
29 H -3.76 -3.10 -2.61
30 H -0.05 -3.59 -2.02
31 H 0.72 -5.79 -1.16
32 H -0.49 -6.89 0.68
33 H -2.47 -5.82 1.70
34 H -3.23 -3.60 0.88
35 O -0.83 1.75 -2.20
36 C -2.12 1.63 -2.34
37 O -2.64 0.89 -1.42
38 C -2.86 2.27 -3.39
39 C -4.26 2.14 -3.41
40 C -4.98 2.76 -4.41
41 C -4.31 3.50 -5.38
42 C -2.93 3.62 -5.36
43 C -2.19 3.01 -4.37
44 H -4.76 1.56 -2.64
45 H -6.06 2.67 -4.44
46 H -4.88 3.98 -6.16
47 H -2.43 4.20 -6.13
48 H -1.12 3.11 -4.34
49 O -0.84 -0.75 1.00
50 S -0.06 -1.51 2.12
51 C 1.11 -0.41 2.93
52 C 1.90 -1.25 3.90
53 C 1.91 -0.91 5.25
54 C 2.64 -1.67 6.16
55 C 3.36 -2.77 5.72
56 C 3.35 -3.12 4.38
57 C 2.62 -2.36 3.47
58 C -1.31 -1.73 3.40
59 C -2.11 -0.51 3.73
60 C -3.22 -0.17 2.95
61 C -3.98 0.94 3.28
62 C -3.64 1.73 4.37
63 C -2.53 1.40 5.14
64 C -1.78 0.28 4.83
65 H 0.55 0.37 3.46
66 H 1.70 0.04 2.14
67 H 1.37 -0.04 5.60
68 H 2.66 -1.39 7.20
69 H 3.93 -3.36 6.43
70 H 3.91 -3.97 4.04
71 H 2.64 -2.63 2.42
72 H -0.74 -2.12 4.25
73 H -1.93 -2.54 3.02
74 H -3.50 -0.80 2.12
75 H -4.86 1.17 2.70
76 H -4.25 2.58 4.63
77 H -2.29 1.99 6.01
78 H -0.95 -0.01 5.47
79 N 7.73 1.80 -6.79
80 C 6.94 1.49 -6.02
81 C 5.93 1.11 -5.07
82 C 5.60 -0.23 -4.91
83 C 4.62 -0.59 -4.00
84 C 4.00 0.39 -3.25
85 C 4.33 1.73 -3.39
86 C 5.30 2.09 -4.31
87 N 2.98 0.01 -2.31
88 C 3.01 -1.08 -1.47
89 C 1.85 -1.08 -0.77
90 N 1.13 0.03 -1.17
91 C 1.83 0.66 -2.11
92 H 6.09 -0.98 -5.51
93 H 4.34 -1.63 -3.90
94 H 3.87 2.49 -2.77
95 H 5.58 3.13 -4.43
96 H 3.86 -1.75 -1.44
97 H 1.48 -1.77 -0.03
98 H 1.51 1.53 -2.65

Computed properties:
HOMO (spin up / spin down) in eV: -15.99 / -15.99
Frontier orbital gap (spin up / spin down) in eV: 6.464 / 5.398
Electronic energy in Ha: -3142.27369
LUMO (spin up / spin down) in hartree: -0.3503 / -0.3894
2S+1: 2
Maximum force in eV/A: 0.86
Net charge: +3
<S²>: 0.76

***

[4]
Molecular formula: C42H44MnO3P2S
Method: DFT, wB97M-V/def2-TZVPD

Atoms and positions in Å:
1 Mn -2.24 3.65 -4.99
2 C 1.49 0.81 -0.28
3 C 1.25 1.68 -1.28
4 C 1.89 1.60 -2.63
5 C 1.26 0.62 -3.68
6 C 0.54 -0.57 -3.13
7 C 1.04 -1.35 -2.17
8 C 2.42 -1.19 -1.63
9 C 2.47 -0.32 -0.34
10 C -2.97 2.35 -3.74
11 H 1.04 0.99 0.70
12 H 0.71 2.59 -1.02
13 H 2.95 1.31 -2.51
14 H 1.87 2.61 -3.07
15 H 0.54 1.18 -4.31
16 H 2.08 0.33 -4.35
17 H -0.43 -0.79 -3.60
18 H 0.43 -2.14 -1.72
19 H 3.08 -0.78 -2.39
20 H 2.83 -2.17 -1.36
21 H 2.30 -0.96 0.54
22 H 3.49 0.07 -0.25
23 H -2.14 2.08 -3.08
24 H -3.40 1.47 -4.24
25 H -3.73 2.95 -3.23
26 P -1.78 5.62 -5.87
27 P -2.98 2.88 -6.89
28 C -1.02 4.81 -7.30
29 C -1.53 3.61 -7.74
30 C -2.41 7.25 -6.26
31 C -1.74 8.05 -7.21
32 C -2.14 9.37 -7.41
33 C -3.25 9.88 -6.73
34 C -3.96 9.07 -5.83
35 C -3.55 7.76 -5.60
36 C -0.58 5.78 -4.49
37 C -0.41 4.51 -3.88
38 C -0.11 4.47 -2.51
39 C 0.27 5.62 -1.83
40 C 0.22 6.87 -2.48
41 C -0.26 6.95 -3.79
42 C -4.37 3.21 -8.06
43 C -4.73 4.54 -8.34
44 C -5.38 4.85 -9.54
45 C -5.75 3.83 -10.43
46 C -5.56 2.49 -10.06
47 C -4.90 2.19 -8.86
48 C -2.84 1.05 -6.91
49 C -3.89 0.28 -6.36
50 C -3.80 -1.12 -6.36
51 C -2.68 -1.74 -6.91
52 C -1.62 -0.97 -7.41
53 C -1.70 0.42 -7.40
54 H -0.21 5.35 -7.79
55 H -1.22 3.11 -8.66
56 H -0.89 7.63 -7.76
57 H -1.59 10.00 -8.11
58 H -3.57 10.91 -6.90
59 H -4.82 9.47 -5.29
60 H -4.10 7.12 -4.91
61 H -0.48 3.56 -4.48
62 H -0.24 3.53 -1.98
63 H 0.62 5.55 -0.79
64 H 0.51 7.76 -1.94
65 H -0.37 7.92 -4.27
66 H -4.46 5.34 -7.65
67 H -5.58 5.90 -9.80
68 H -6.19 4.08 -11.39
69 H -5.90 1.69 -10.72
70 H -4.77 1.14 -8.58
71 H -4.77 0.77 -5.94
72 H -4.61 -1.71 -5.93
73 H -2.62 -2.83 -6.94
74 H -0.74 -1.46 -7.83
75 H -0.88 1.03 -7.80
76 C 2.34 -3.97 5.67
77 C 1.55 -3.18 4.67
78 C 0.96 -1.96 5.04
79 C 0.21 -1.22 4.13
80 C 0.04 -1.72 2.83
81 C 0.61 -2.93 2.44
82 C 1.37 -3.65 3.36
83 S -0.83 -0.71 1.62
84 O -2.24 -0.93 1.87
85 O -0.34 0.64 1.96
86 O -0.32 -1.24 0.36
87 H 3.11 -3.35 6.15
88 H 1.70 -4.35 6.47
89 H 2.83 -4.82 5.19
90 H 1.10 -1.59 6.06
91 H -0.22 -0.27 4.41
92 H 0.47 -3.29 1.43
93 H 1.84 -4.59 3.06

Computed properties:
HOMO (spin up / spin down) in eV: -7.01 / -7.01
Frontier orbital gap (spin up / spin down) in eV: 5.401 / 5.143
Electronic energy in Ha: -4084.17327
LUMO (spin up / spin down) in hartree: -0.0592 / -0.0687
2S+1: 6
Maximum force in eV/A: 3.66
Net charge: 0
<S²>: 8.77